(1)
{"formula": "C63H39Cl7F6IN7O5S3Ta", "method": "ωB97M-V/def2-TZVPD", "charge": 1, "total_energy_ev": -232746.24953, "homo_ev": [-10.0181, -10.0181], "e_above_lowest_ev": 0.0000, "species": ["Ta", "Cl", "C", "C", "C", "C", "C", "C", "C", "C", "C", "C", "C", "C", "C", "C", "C", "C", "Cl", "C", "C", "C", "N", "C", "C", "C", "C", "C", "C", "Cl", "C", "C", "C", "C", "C", "C", "N", "C", "C", "C", "C", "C", "N", "C", "C", "C", "C", "Cl", "C", "C", "C", "C", "N", "H", "H", "H", "H", "H", "H", "H", "H", "H", "H", "H", "H", "H", "H", "H", "H", "H", "H", "H", "H", "H", "H", "H", "H", "F", "C", "F", "F", "S", "O", "O", "N", "S", "O", "O", "C", "F", "F", "F", "I", "C", "H", "H", "Cl", "C", "C", "C", "C", "C", "C", "N", "C", "C", "N", "C", "O", "C", "C", "C", "Cl", "S", "C", "C", "C", "Cl", "C", "H", "H", "H", "H", "H", "H", "H", "H", "H", "H", "H", "H", "H"], "positions_angstrom": [[0.14620, 0.33840, -0.18160], [8.87890, -2.75470, 0.04580], [7.22790, -2.35690, -0.14040], [6.81020, -1.56160, -1.20150], [5.47380, -1.26410, -1.35970], [4.48210, -1.81090, -0.51800], [4.95260, -2.50740, 0.61560], [6.28900, -2.78100, 0.79550], [3.06870, -1.57680, -0.74030], [2.09190, -2.23080, 0.07790], [2.27660, -3.59990, 0.47630], [1.12270, -4.00450, 1.04380], [0.22740, -2.87350, 1.02960], [-1.01280, -2.94420, 1.59430], [-1.43050, -4.20920, 2.21330], [-2.49520, -4.91730, 1.65260], [-2.84760, -6.15980, 2.13700], [-2.17690, -6.68510, 3.23660], [-2.62370, -8.22400, 3.84900], [-1.14420, -5.97120, 3.83440], [-0.75760, -4.75510, 3.30930], [-1.93730, -1.78100, 1.69380], [-1.83550, -0.84480, 0.57910], [-3.06210, -0.44540, 0.30550], [-3.41270, 0.56390, -0.62370], [-4.72430, 1.22280, -0.44160], [-5.92840, 0.59560, -0.74840], [-7.13300, 1.23190, -0.51380], [-7.13340, 2.49950, 0.05640], [-8.62890, 3.28470, 0.38280], [-5.93740, 3.14470, 0.34910], [-4.73690, 2.50900, 0.09510], [-2.60290, 0.95340, -1.66580], [-3.06850, 1.79940, -2.73630], [-2.10390, 1.80070, -3.68050], [-1.02810, 0.98870, -3.17230], [-1.33160, 0.49330, -1.93590], [0.15200, 0.73930, -3.86890], [1.20860, 0.01810, -3.30720], [2.33990, -0.41590, -4.06380], [3.18960, -1.01000, -3.19120], [2.57240, -0.94920, -1.89660], [1.33050, -0.37410, -1.99880], [0.30460, 1.24530, -5.24590], [-0.62950, 0.91930, -6.22910], [-0.47640, 1.36530, -7.52660], [0.61590, 2.16040, -7.85240], [0.79950, 2.73090, -9.46520], [1.55260, 2.50240, -6.88480], [1.39790, 2.04100, -5.59220], [-4.05700, -1.16900, 1.08210], [-3.40390, -2.04120, 1.85100], [0.84650, -1.81250, 0.35690], [7.53950, -1.13990, -1.87360], [5.20170, -0.56770, -2.13330], [4.26690, -2.83210, 1.38050], [6.61470, -3.32110, 1.66870], [3.13190, -4.20400, 0.25220], [0.89280, -4.97960, 1.42090], [-3.00530, -4.51040, 0.79250], [-3.63940, -6.72140, 1.66700], [-0.64710, -6.36890, 4.70440], [0.05700, -4.21420, 3.76480], [-5.92490, -0.38350, -1.20230], [-8.06750, 0.75030, -0.76090], [-5.94470, 4.13350, 0.78200], [-3.80060, 2.99970, 0.32110], [-4.02080, 2.29210, -2.75260], [-2.09510, 2.30750, -4.62590], [2.43640, -0.31710, -5.12620], [4.09230, -1.52990, -3.43790], [-1.46270, 0.28340, -5.97280], [-1.19240, 1.09650, -8.28760], [2.39380, 3.12170, -7.15530], [2.12010, 2.31230, -4.83750], [-5.11610, -1.02700, 1.00630], [-3.81050, -2.72860, 2.56790], [1.19460, 2.42190, -1.74570], [0.68600, 3.64920, -1.37300], [1.67860, 4.51980, -1.47540], [-0.23750, 3.94410, -2.29100], [-0.09270, 3.34220, 0.33830], [-0.83910, 2.14370, -0.09720], [-0.86110, 4.51060, 0.54030], [1.11810, 3.05690, 1.19490], [1.27790, 1.54850, 1.87210], [0.01330, 0.70610, 1.73390], [1.80570, 0.95240, 0.37420], [0.12860, 2.42180, 3.34520], [-1.02110, 2.73720, 2.65720], [0.54640, 3.55120, 3.93820], [-0.29700, 1.60030, 4.33980], [-2.00180, -1.95140, 4.84230], [-1.52470, -1.01630, 2.99550], [-0.45220, -0.86420, 2.98940], [-2.03500, -0.05780, 3.00380], [3.81910, 7.21190, 2.82040], [4.37360, 5.59470, 2.94700], [3.58150, 4.55550, 2.48470], [4.05830, 3.26130, 2.55940], [5.31650, 2.96420, 3.06870], [5.89390, 1.57170, 3.02140], [5.24210, 0.56420, 4.00340], [3.85070, 0.22320, 3.84300], [2.90080, 0.32250, 4.81940], [1.80200, -0.33710, 4.35310], [2.04750, -0.82710, 3.10270], [3.28820, -0.48660, 2.84230], [6.06050, 0.97240, 1.73710], [5.28990, 1.31760, 0.61500], [5.50700, 2.65970, -0.02230], [6.57000, 3.50800, 0.08560], [7.95490, 3.33690, 1.06260], [6.40870, 4.89560, -0.94550], [4.91810, 4.29850, -1.55650], [4.57030, 3.12290, -0.98270], [6.06330, 4.02770, 3.59270], [7.58460, 3.76500, 4.36300], [5.60370, 5.33270, 3.53380], [2.60470, 4.72510, 2.06310], [3.41340, 2.47450, 2.20100], [6.92670, 1.63710, 3.39400], [5.37190, 0.94730, 5.01810], [5.82170, -0.36010, 3.90260], [3.08160, 0.82090, 5.74960], [0.87330, -0.50430, 4.85760], [3.81820, -0.73890, 1.94920], [4.21120, 1.19020, 0.77800], [5.60140, 0.56080, -0.11690], [4.38250, 4.86210, -2.29300], [3.68560, 2.56060, -1.21600], [6.20090, 6.13740, 3.93430]]}

(2)
{"formula": "C63H57BCl2F8NO4PS", "method": "ωB97M-V/def2-TZVPD", "smiles": "Cc1c([C@H](Cl)[C@H](C)Cl)c([C@@H](C)F)c2c(c1P(C)O)C(=O)c1ccc(B(N)O)c(S)c1C2=O.Fc1ccccc1.Fc1ccccc1.Fc1ccccc1.Fc1ccccc1.Fc1ccccc1.Fc1ccccc1.Fc1ccccc1", "total_energy_ev": -143522.63896, "homo_ev": -8.0172, "species": ["C", "C", "C", "C", "Cl", "C", "C", "Cl", "C", "C", "C", "F", "C", "C", "C", "P", "C", "O", "C", "O", "C", "C", "C", "C", "B", "N", "O", "C", "S", "C", "C", "O", "H", "H", "H", "H", "H", "H", "H", "H", "H", "H", "H", "H", "H", "H", "H", "H", "H", "H", "H", "H", "H", "H", "F", "C", "C", "C", "C", "C", "C", "H", "H", "H", "H", "H", "F", "C", "C", "C", "C", "C", "C", "H", "H", "H", "H", "H", "F", "C", "C", "C", "C", "C", "C", "H", "H", "H", "H", "H", "F", "C", "C", "C", "C", "C", "C", "H", "H", "H", "H", "H", "F", "C", "C", "C", "C", "C", "C", "H", "H", "H", "H", "H", "F", "C", "C", "C", "C", "C", "C", "H", "H", "H", "H", "H", "F", "C", "C", "C", "C", "C", "C", "H", "H", "H", "H", "H"], "positions_angstrom": [[-2.55922, 5.77036, -2.74108], [-2.15094, 4.80469, -1.64517], [-1.23484, 3.77443, -1.85037], [-0.58593, 3.66478, -3.22298], [0.30563, 5.18822, -3.65976], [-1.60977, 3.18629, -4.30610], [-1.44813, 1.64872, -4.40103], [-1.29046, 3.85220, -5.94758], [-0.90943, 2.86275, -0.84749], [0.05279, 1.70717, -1.07241], [1.28997, 1.70037, -0.18644], [-0.69858, 0.52840, -0.94450], [-1.52557, 3.05521, 0.39268], [-2.43696, 4.08115, 0.59555], [-2.76110, 5.00408, -0.39917], [-3.91820, 6.41048, -0.16870], [-3.07981, 7.98863, -0.71186], [-4.15833, 6.69819, 1.45008], [-3.06694, 4.12521, 1.97314], [-4.24814, 4.16725, 2.19028], [-2.06128, 3.98897, 3.10135], [-2.06262, 4.79355, 4.21183], [-1.11979, 4.53950, 5.19510], [-0.20758, 3.49563, 5.06152], [0.78016, 3.29183, 6.30710], [0.96153, 1.95440, 6.83223], [1.40940, 4.38079, 6.91015], [-0.19548, 2.70819, 3.90323], [1.01301, 1.39614, 3.67404], [-1.14377, 2.96969, 2.91623], [-1.25442, 2.18065, 1.61558], [-1.18105, 0.98109, 1.61484], [-2.31708, 5.42720, -3.74610], [-3.64180, 5.96539, -2.70025], [-2.07348, 6.74512, -2.62347], [0.20969, 2.92377, -3.23513], [-2.64918, 3.36791, -4.02732], [-1.61708, 1.26194, -3.38332], [-2.11703, 1.20319, -5.13726], [-0.39623, 1.41990, -4.61907], [0.42362, 1.65364, -2.10157], [2.01891, 2.46371, -0.48280], [1.77630, 0.72073, -0.34171], [1.10113, 1.77974, 0.88585], [-1.99804, 7.97766, -0.51771], [-3.48695, 8.82391, -0.12706], [-3.28529, 8.20811, -1.76104], [-4.72754, 7.46587, 1.57779], [-2.78062, 5.60219, 4.32035], [-1.11964, 5.17532, 6.07782], [1.85863, 1.55023, 6.59213], [0.20697, 1.37374, 6.48381], [2.04587, 4.73455, 6.27227], [0.25791, 0.27600, 3.67567], [-1.53050, -1.67670, 11.92175], [-1.87307, -0.76825, 10.98464], [-0.88522, -0.18327, 10.21564], [-1.23914, 0.74498, 9.24814], [-2.57330, 1.08498, 9.06761], [-3.55422, 0.49267, 9.85123], [-3.20487, -0.44430, 10.81311], [0.15052, -0.45536, 10.37498], [-0.47333, 1.20325, 8.63588], [-2.84810, 1.81279, 8.31426], [-4.59383, 0.75992, 9.71368], [-3.95655, -0.92311, 11.42725], [-0.38294, -2.17388, 7.26617], [-0.88783, -3.38286, 7.58311], [-1.28085, -3.63026, 8.88372], [-1.80414, -4.87356, 9.20631], [-1.91854, -5.85473, 8.22980], [-1.51433, -5.59028, 6.92807], [-0.99958, -4.34428, 6.59817], [-1.17700, -2.85619, 9.63150], [-2.12234, -5.07681, 10.22038], [-2.32344, -6.82571, 8.48442], [-1.59974, -6.35543, 6.16756], [-0.68703, -4.11647, 5.58731], [2.47505, -0.46922, -1.92666], [3.48435, -1.36326, -2.00971], [3.27799, -2.54377, -2.69302], [4.31441, -3.46073, -2.78422], [5.53671, -3.18905, -2.18347], [5.72488, -1.99708, -1.49485], [4.69371, -1.07238, -1.41004], [2.31506, -2.74004, -3.14816], [4.16970, -4.38222, -3.32179], [6.34355, -3.90773, -2.25244], [6.67586, -1.78680, -1.02315], [4.82267, -0.13417, -0.88578], [3.47735, -3.97958, -5.65258], [3.12686, -2.99157, -6.49844], [4.10378, -2.37386, -7.25335], [3.73912, -1.35890, -8.12621], [2.40957, -0.96954, -8.22505], [1.44162, -1.59916, -7.45427], [1.79940, -2.62188, -6.58721], [5.13523, -2.68650, -7.15556], [4.49320, -0.87078, -8.72934], [2.12868, -0.17463, -8.90371], [0.40608, -1.29369, -7.52780], [1.05843, -3.13073, -5.98396], [2.89854, -5.97978, -2.39471], [2.39921, -6.30611, -1.18279], [2.37106, -7.63315, -0.80408], [1.86256, -7.96594, 0.44323], [1.38240, -6.97238, 1.28643], [1.41523, -5.64336, 0.88532], [1.93209, -5.30378, -0.35664], [2.74341, -8.39282, -1.47963], [1.84064, -9.00117, 0.75702], [0.98256, -7.23523, 2.25731], [1.03781, -4.86906, 1.54017], [1.97478, -4.27304, -0.68435], [8.20807, -8.37681, -2.89220], [7.16774, -8.34486, -3.74694], [6.08497, -7.53680, -3.46020], [5.01617, -7.50152, -4.34434], [5.03915, -8.27960, -5.49472], [6.13407, -9.08968, -5.76456], [7.21011, -9.12060, -4.88853], [6.08219, -6.94360, -2.55414], [4.16642, -6.86774, -4.13521], [4.20232, -8.25339, -6.18071], [6.15097, -9.69908, -6.65867], [8.07605, -9.73902, -5.08541], [-5.79738, 6.87204, -3.50331], [-6.09481, 6.79984, -4.81559], [-7.41896, 6.76671, -5.20489], [-7.72165, 6.69642, -6.55709], [-6.70083, 6.65006, -7.49778], [-5.37492, 6.67952, -7.08729], [-5.06658, 6.76027, -5.73692], [-8.19943, 6.79560, -4.45583], [-8.75507, 6.67706, -6.87708], [-6.94008, 6.59096, -8.55163], [-4.57889, 6.63925, -7.81908], [-4.03871, 6.79250, -5.39807]]}

(3)
{"formula": "C63H59BN4O3P2S3Tl", "method": "ωB97M-V/def2-TZVPD", "charge": 1, "total_energy_ev": -134845.79829, "homo_ev": -9.5064, "e_above_lowest_ev": 0.0000, "species": ["Tl", "O", "S", "C", "C", "C", "C", "C", "C", "C", "C", "C", "C", "P", "C", "C", "C", "C", "C", "C", "C", "C", "C", "C", "C", "C", "C", "C", "C", "C", "C", "C", "C", "C", "C", "C", "C", "C", "P", "C", "C", "C", "C", "C", "C", "C", "C", "C", "C", "C", "C", "C", "C", "H", "H", "H", "H", "H", "H", "H", "H", "H", "H", "H", "H", "H", "H", "H", "H", "H", "H", "H", "H", "H", "H", "H", "H", "H", "H", "H", "H", "H", "H", "H", "H", "H", "H", "H", "H", "C", "C", "C", "C", "N", "C", "S", "N", "H", "H", "H", "H", "H", "C", "C", "C", "O", "B", "O", "C", "C", "C", "H", "H", "H", "H", "H", "H", "H", "H", "H", "H", "H", "H", "C", "N", "C", "C", "N", "C", "S", "H", "H", "H", "H", "H", "H"], "positions_angstrom": [[-0.18753, -0.70664, -0.74824], [0.01247, 2.93276, 0.97586], [0.91777, 2.27686, -0.01534], [0.38847, 3.01996, -1.57984], [1.33037, 3.35096, -2.52454], [1.02137, 4.09476, -3.67564], [-0.26503, 4.53486, -3.83444], [-0.91393, 5.38996, -4.88364], [-2.40703, 5.45876, -4.48084], [-2.50533, 4.65146, -3.22064], [-3.56743, 4.33456, -2.41884], [-3.35493, 3.45456, -1.34844], [-2.11633, 2.93626, -1.01594], [-2.06963, 1.52806, 0.16866], [-3.49393, 0.62736, -0.58684], [-4.69993, 0.34426, 0.03946], [-5.68663, -0.35884, -0.63134], [-5.48593, -0.78514, -1.93234], [-4.28473, -0.51004, -2.56644], [-3.29683, 0.18426, -1.89454], [-2.80103, 2.17766, 1.70266], [-2.94573, 3.53376, 1.96056], [-3.43023, 3.95596, 3.18676], [-3.75773, 3.03206, 4.16536], [-3.59293, 1.67716, 3.91816], [-3.11363, 1.24786, 2.69416], [-0.98013, 3.33326, -1.77084], [-1.23553, 4.14816, -2.89174], [2.44547, 3.24066, 0.11776], [2.28567, 4.59066, 0.31056], [3.36717, 5.48446, 0.31546], [4.62227, 4.98346, 0.09356], [5.96287, 5.64616, -0.02934], [6.96677, 4.49166, -0.26534], [6.13177, 3.24586, -0.25854], [6.45907, 1.92356, -0.39534], [5.43177, 0.97546, -0.32274], [4.09837, 1.30226, -0.15984], [2.91337, -0.09784, -0.02154], [3.49597, -1.06034, -1.46294], [3.56877, -2.44854, -1.47414], [3.87387, -3.11864, -2.64724], [4.08487, -2.41474, -3.82124], [3.97347, -1.03234, -3.82884], [3.66187, -0.36334, -2.66204], [3.67177, -0.77874, 1.50776], [3.32167, -0.06024, 2.65136], [3.77497, -0.44684, 3.89646], [4.57677, -1.57224, 4.01886], [4.93557, -2.28414, 2.88846], [4.49907, -1.88454, 1.63416], [3.72727, 2.66236, -0.03454], [4.78437, 3.59496, -0.06554], [2.35757, 3.05316, -2.36654], [1.80377, 4.33096, -4.38004], [-0.78573, 4.95416, -5.87574], [-0.45533, 6.37996, -4.90924], [-3.04893, 5.04136, -5.25924], [-2.73263, 6.48566, -4.30834], [-4.55883, 4.71146, -2.61704], [-4.21123, 3.14176, -0.76674], [-4.88293, 0.68546, 1.04686], [-6.62383, -0.56384, -0.13344], [-6.26803, -1.31544, -2.45444], [-4.12523, -0.82844, -3.58704], [-2.37443, 0.43576, -2.41264], [-2.68183, 4.25536, 1.20306], [-3.54423, 5.01226, 3.38386], [-4.13823, 3.36816, 5.11996], [-3.82153, 0.95636, 4.68996], [-2.98193, 0.19096, 2.49946], [1.28097, 4.96546, 0.45156], [3.18837, 6.53616, 0.47046], [6.20077, 6.21306, 0.87166], [5.96327, 6.34836, -0.86434], [7.72907, 4.46066, 0.51496], [7.48347, 4.60136, -1.22124], [7.47707, 1.59556, -0.54244], [5.69477, -0.07034, -0.39814], [3.38657, -3.00064, -0.56314], [3.94037, -4.19684, -2.64964], [4.32627, -2.94274, -4.73164], [4.12417, -0.47654, -4.74454], [3.56617, 0.71506, -2.67304], [2.69027, 0.81346, 2.54906], [3.50117, 0.11966, 4.77526], [4.92757, -1.88874, 4.99126], [5.56567, -3.15864, 2.97546], [4.83137, -2.43534, 0.76856], [-5.34423, -4.60174, -1.91894], [-5.22283, -3.93504, -0.58934], [-6.33223, -3.76044, 0.23746], [-6.10713, -3.14784, 1.45786], [-4.91263, -2.70944, 1.81726], [-3.92983, -2.91274, 0.96036], [-2.34333, -2.29384, 1.42966], [-4.01443, -3.52564, -0.21024], [-6.38543, -4.65454, -2.22854], [-4.94933, -5.61604, -1.86174], [-4.76623, -4.06054, -2.66414], [-7.31533, -4.08564, -0.06344], [-6.89813, -3.00404, 2.17986], [0.90477, -5.72494, 1.08436], [-0.41143, -5.66254, 0.30276], [-0.96323, -7.06544, 0.08336], [-1.33763, -4.90974, 1.11886], [-1.36833, -3.65394, 0.65166], [-0.63563, -3.45744, -0.48004], [-0.31683, -4.78084, -0.98904], [1.04197, -4.78314, -1.66984], [-1.40113, -5.12294, -2.01124], [0.70817, -6.17174, 2.05786], [1.30217, -4.72204, 1.24046], [1.64467, -6.32654, 0.56266], [-0.99663, -7.58754, 1.03596], [-0.33303, -7.63034, -0.60024], [-1.97253, -7.01874, -0.31074], [1.79487, -4.31614, -1.04674], [0.98277, -4.22694, -2.60384], [1.33877, -5.80744, -1.88274], [-2.38383, -5.10404, -1.54794], [-1.20333, -6.09414, -2.45224], [-1.39133, -4.36694, -2.79204], [-0.29393, -1.72844, 4.97556], [-0.26133, -0.36874, 4.52346], [-0.50303, 0.76466, 5.25346], [-0.40813, 1.81726, 4.40906], [-0.10143, 1.32266, 3.16956], [-0.02203, -0.02034, 3.23986], [0.40407, -1.15454, 2.07066], [-0.28873, -1.75484, 6.06156], [0.57657, -2.25114, 4.57786], [-1.18623, -2.22594, 4.59016], [-0.72033, 0.73406, 6.30016], [-0.54383, 2.86456, 4.57896], [-0.05103, 1.90366, 2.32336]]}